(1)
This record from the OMol25 dataset describes a cluster of 2 separate species, C2H5N5O in total. The level of theory is ωB97M-V with the def2-TZVPD basis set.

Values from the calculation:
* E_HOMO: -0.3535 hartree
* LUMO level: -0.0350 hartree
* total charge: 0
* ΔE to the lowest compared entry with this formula, charge and spin: 696.0 kJ/mol

Geometry as XYZ:
```
13
Properties=species:S:1:pos:R:3:mulliken_charge:R:1
C 1.0242 -0.1531 -1.0901 0.413
C -0.2803 0.8945 0.5653 0.335
H -0.5620 -2.2503 1.7888 0.235
H -2.5126 -1.2260 1.0217 0.253
H 1.4729 -1.1081 -2.7448 0.301
H 1.5155 1.6798 -0.0793 0.356
H -0.1606 2.6047 1.1958 0.246
N -1.5366 -1.3071 0.7191 -0.606
N -1.0770 -0.2695 -0.0114 0.239
N 2.0054 -0.5065 -1.8837 -0.646
N 1.0427 0.7590 0.1307 -0.215
N -0.8703 1.8326 1.3793 -0.571
O -0.0614 -0.9499 -0.9914 -0.340
```


(2)
This record from the OMol25 dataset describes an isolated molecule of C6H12N2. The level of theory is ωB97M-V with the def2-TZVPD basis set.

Values from the calculation:
* E_HOMO: -0.2555 hartree
* LUMO level: 0.0316 hartree
* SMILES: C=C(C)C(C)=C(N)N
* total charge: 0
* ΔE to the lowest compared entry with this formula, charge and spin: 82.8 kJ/mol

Geometry as XYZ:
```
20
Properties=species:S:1:pos:R:3:mulliken_charge:R:1
C 0.2065 -1.8559 0.7257 -2.177
C -1.3465 1.5892 -0.4385 -1.834
C 1.2462 0.1652 -0.2444 0.642
C 0.0903 -0.4836 0.0988 0.674
C -1.2176 0.1269 0.0816 1.223
N 2.4865 -0.3503 0.1408 -0.598
N 1.3755 1.2491 -1.1177 -0.558
C -2.3284 -0.4465 0.5598 -1.246
H 3.2582 0.2841 -0.0071 0.235
H 0.6279 1.3415 -1.7860 0.164
H 2.5039 -0.7701 1.0569 0.215
H 2.2788 1.2844 -1.5714 0.245
H 1.1356 -2.3375 0.4308 0.489
H -0.6238 -2.4756 0.3962 0.471
H 0.1750 -1.8121 1.8164 0.344
H -2.2893 1.9929 -0.0765 0.379
H -1.3986 1.5837 -1.5281 0.366
H -0.5569 2.2543 -0.0978 0.431
H -2.3388 -1.3831 1.0866 0.255
H -3.2845 0.0436 0.4739 0.279
```


(3)
This record from the OMol25 dataset describes a structure of composition C3H3FGdO2. The level of theory is ωB97M-V with the def2-TZVPD basis set.

Values from the calculation:
* E_HOMO (alpha / beta): -0.3949 / -0.4703 hartree
* LUMO level (alpha / beta): -0.1912 / -0.1896 hartree
* total charge: +1
* multiplicity: 8

Geometry as XYZ:
```
10
Properties=species:S:1:pos:R:3:mulliken_charge:R:1
H -0.5561 -1.7819 0.6116 0.305
F -1.8394 0.0783 1.4353 -0.263
O -0.3546 1.1928 0.0098 -0.236
O 1.0285 -0.2774 -0.6056 -0.352
C -0.3832 0.1982 1.0346 0.259
C 0.1621 -0.9981 0.3257 -0.330
C 0.2441 0.6768 -1.0769 0.237
H 0.0990 0.5443 1.9516 0.227
H 0.6416 -1.9768 -0.2388 0.291
Gd 0.9580 2.3436 -3.4472 0.861
```


(4)
This record from the OMol25 dataset describes a cluster of 2 separate species, C2H9N4 in total. The level of theory is ωB97M-V with the def2-TZVPD basis set.

Values from the calculation:
* E_HOMO (alpha / beta): -0.5068 / -0.4903 hartree
* LUMO level (alpha / beta): -0.2091 / -0.1737 hartree
* total charge: +1
* ΔE to the lowest compared entry with this formula, charge and spin: 554.3 kJ/mol

Geometry as XYZ:
```
15
Properties=species:S:1:pos:R:3:mulliken_charge:R:1
C -1.4656 0.3859 0.6027 0.033
C 1.8788 -0.3289 0.2977 -0.650
N -1.3039 -0.3320 -0.4711 -0.338
N -2.3003 0.1329 1.5773 -0.280
N 1.3153 0.4375 -0.7231 -0.419
N -0.5795 -0.0882 -1.5140 -0.126
H -0.7010 1.2649 0.6405 0.395
H 2.2954 -1.2690 0.1441 0.329
H 2.7473 0.2161 0.7621 0.322
H 1.1404 -0.5190 1.2681 0.222
H -2.4787 0.6512 2.4248 0.248
H -2.9545 -0.5843 1.3247 0.277
H 1.8818 0.3623 -1.5978 0.264
H -0.2238 -0.9300 -2.0811 0.357
H -0.3294 0.8537 -1.8587 0.365
```


(5)
This record from the OMol25 dataset describes a structure of composition C18H27BiCl2NO6. The level of theory is ωB97M-V with the def2-TZVPD basis set.

Values from the calculation:
* E_HOMO: -0.3542 hartree
* LUMO level: -0.0864 hartree
* total charge: +1
* ΔE to the lowest compared entry with this formula, charge and spin: 3.4 kJ/mol

Geometry as XYZ:
```
55
Properties=species:S:1:pos:R:3:mulliken_charge:R:1
Bi -0.3891 0.1847 -0.1399 1.560
C -1.6004 3.4570 0.9473 -0.628
C -2.8393 2.6129 0.9324 -0.773
O -2.5086 1.2586 1.2589 -0.256
C -3.5095 0.3156 0.9425 -0.732
C -3.1693 -0.9944 1.6010 -0.543
O -1.8362 -1.3867 1.2603 -0.311
C -1.5332 -2.6977 0.8723 -0.819
C -1.8531 -2.9498 -0.6236 -0.541
O -1.3938 -1.9597 -1.5108 -0.394
C -0.2138 -2.2510 -2.2819 -0.702
C 0.0662 -1.0943 -3.2405 -0.580
O 0.1823 0.1762 -2.6081 -0.405
C 1.2211 1.0846 -3.0643 -0.553
C 2.1937 1.3488 -1.9464 -0.472
O 1.5110 1.8266 -0.7804 -0.267
C 1.5491 3.2142 -0.4121 -0.652
C 0.1819 3.7811 -0.6902 -0.497
O -0.7963 2.9462 -0.0979 -0.230
H -1.1442 3.4433 1.9320 0.269
H -1.7848 4.4846 0.7145 0.513
H -3.2720 2.6717 -0.0617 0.396
H -3.5673 2.9664 1.6457 0.413
H -3.5817 0.2443 -0.1808 0.260
H -4.4396 0.6612 1.3069 0.595
H -3.8195 -1.8348 1.3528 0.492
H -3.2108 -0.8240 2.6646 0.291
H -2.0339 -3.4213 1.4956 0.604
H -0.4815 -2.8899 1.0869 0.214
H -2.9326 -3.0191 -0.6869 0.388
H -1.4733 -3.9425 -0.8273 0.473
H -0.3931 -3.0830 -2.9502 0.589
H 0.6422 -2.4317 -1.6167 0.177
H -0.7548 -1.0562 -3.8876 0.318
H 0.9976 -1.3480 -3.7057 0.530
H 0.6708 2.0046 -3.3071 0.218
H 1.7671 0.6742 -3.9384 0.488
H 2.8982 2.1256 -2.2685 0.521
H 2.6068 0.3444 -1.5749 0.107
H 2.3497 3.7715 -0.9381 0.403
H 1.8449 3.2864 0.6666 0.275
H -0.0061 3.7902 -1.7377 0.169
H 0.1198 4.8194 -0.2976 0.531
Cl 3.0998 -2.8815 -0.7551 -0.223
C 3.1139 -2.1933 0.8361 0.697
C 3.9418 -2.6230 1.8650 -0.653
C 3.7460 -2.0845 3.1284 -0.391
C 2.7117 -1.1889 3.3758 -0.798
C 1.8574 -0.8655 2.3491 1.266
Cl 0.4736 0.2427 2.6882 -0.233
C 1.9828 -1.3219 1.0374 -1.090
N 1.1496 -1.0164 0.0743 -0.297
H 4.7656 -3.2977 1.7614 0.476
H 4.3577 -2.3177 3.9709 0.406
H 2.5354 -0.7622 4.3637 0.404
```


(6)
This record from the OMol25 dataset describes a cluster of 2 separate species, C10H16 in total. The level of theory is ωB97M-V with the def2-TZVPD basis set.

Values from the calculation:
* E_HOMO: -0.3305 hartree
* LUMO level: 0.0336 hartree
* SMILES: Cc1ccccc1.CCC
* total charge: 0
* ΔE to the lowest compared entry with this formula, charge and spin: 238.6 kJ/mol

Geometry as XYZ:
```
26
Properties=species:S:1:pos:R:3:mulliken_charge:R:1
C -1.3305 -0.7614 -1.4999 0.522
C -1.9479 0.5782 -1.6991 -1.101
C -1.7914 -2.0450 -2.0117 -1.317
H -0.2022 -0.6381 -1.5754 -0.053
H -1.4808 -0.8698 -0.4050 0.092
H -2.9783 0.3873 -1.4272 0.316
H -1.0732 -2.8875 -1.9477 0.342
H -1.8799 0.8226 -2.8307 0.267
H -1.4379 1.3893 -1.1082 0.266
H -2.7788 -2.3698 -1.6407 0.283
H -1.6881 -2.0535 -3.0530 0.390
C 2.4214 -0.5379 -0.1148 -1.589
C 1.6177 0.1663 0.9483 1.188
C 0.7645 -0.4979 1.8199 -0.544
C 1.7878 1.5234 0.8731 -0.397
C -0.1217 0.3465 2.5031 -0.118
C 1.1697 2.3008 1.8800 -0.699
C 0.0942 1.6530 2.5890 -0.496
H 3.5131 -0.2331 -0.0395 0.374
H 2.2256 -0.3130 -1.1577 0.342
H 0.7768 -1.6236 1.8254 0.317
H 2.0961 1.9183 -0.1061 0.317
H -0.9059 -0.2529 3.1734 0.211
H 1.2615 3.3269 1.7538 0.390
H -0.4155 2.3255 3.3009 0.371
H 2.3037 -1.6546 -0.0503 0.327
```


(7)
This record from the OMol25 dataset describes a structure of composition C47H36IN7O2PRu. The level of theory is ωB97M-V with the def2-TZVPD basis set.

Values from the calculation:
* E_HOMO (alpha / beta): -0.2417 / -0.2409 hartree
* LUMO level (alpha / beta): -0.0280 / -0.0287 hartree
* total charge: 0
* ΔE to the lowest compared entry with this formula, charge and spin: 244.5 kJ/mol
* multiplicity: 2

Geometry as XYZ:
```
95
Properties=species:S:1:pos:R:3:mulliken_charge:R:1
Ru -0.0883 -0.1612 -0.1202 0.615
O 2.4903 0.4342 3.0343 -0.713
C 1.8124 0.0756 2.0954 -0.379
N 0.7039 0.6401 1.5550 1.437
C -0.0312 1.6757 2.0782 -0.045
O 0.0171 2.1308 3.2044 -0.665
C -0.9378 2.2827 1.0359 0.180
C -0.9897 3.6428 0.9717 -1.255
C -1.4524 4.3139 -0.1648 -1.237
C -1.7416 3.5399 -1.3106 -0.614
C -1.7143 2.1947 -1.2606 -0.374
N -1.4937 1.4645 -0.0307 1.858
C 2.1631 -1.2133 1.3552 0.276
C 3.2003 -1.9958 1.8263 -0.814
C 3.4506 -3.2198 1.2278 -0.633
C 2.6361 -3.6271 0.1870 -1.109
C 1.6247 -2.7838 -0.2402 -0.490
N 1.3960 -1.5922 0.3127 1.008
H -0.5674 4.1846 1.8085 0.537
H -1.4783 5.3935 -0.1991 0.422
H -1.9528 4.0096 -2.2623 0.508
H -1.9112 1.5745 -2.1199 0.265
H 3.7738 -1.6208 2.6627 0.602
H 4.2593 -3.8492 1.5765 0.446
H 2.7759 -4.5800 -0.3046 0.512
H 0.9823 -3.0581 -1.0664 0.448
C 0.5933 -2.2328 -5.2729 -0.739
C 1.3829 -1.7952 -4.2220 -1.094
C 0.7870 -1.3405 -3.0517 0.658
C -0.5936 -1.3301 -2.9376 -0.396
C -1.3946 -1.7614 -3.9928 -0.492
C -0.7941 -2.2139 -5.1551 -0.827
N -1.1617 -0.8052 -1.7106 2.237
N -2.4298 -0.7528 -1.7648 -1.271
C -3.1365 -0.2636 -0.6382 -0.266
C -4.3847 -0.8464 -0.4482 -0.340
C -5.1511 -0.5507 0.6681 -0.759
C -4.6847 0.3716 1.5907 -0.940
C -3.4792 1.0284 1.3771 -0.032
C -2.7063 0.7156 0.2723 0.396
H 1.0522 -2.5814 -6.1902 0.451
H 2.4634 -1.7781 -4.3079 0.340
H 1.3732 -0.9398 -2.2426 0.299
H -2.4702 -1.7332 -3.8993 0.455
H -1.4130 -2.5494 -5.9779 0.425
H -4.7160 -1.5703 -1.1824 0.484
H -6.1068 -1.0368 0.8135 0.421
H -5.2699 0.6092 2.4705 0.476
H -3.1264 1.7819 2.0706 0.628
N 1.0281 1.1049 -1.1950 0.745
P 1.9521 1.8756 -2.0975 0.030
C 1.1279 2.7466 -3.4847 0.314
C 0.8716 4.1140 -3.4501 -0.753
C 0.0839 4.7126 -4.4264 -0.834
C -0.4639 3.9472 -5.4458 -0.581
C -0.2200 2.5786 -5.4866 -0.874
C 0.5676 1.9858 -4.5122 -0.076
C 3.2900 0.9243 -2.9383 0.762
C 3.8905 -0.0849 -2.1847 -0.385
C 4.9030 -0.8672 -2.7184 -0.671
C 5.3308 -0.6506 -4.0240 -0.650
C 4.7480 0.3556 -4.7800 -0.632
C 3.7361 1.1412 -4.2385 -0.420
C 2.9318 3.1818 -1.2679 0.058
C 2.7406 3.3331 0.1004 -0.581
C 3.4683 4.2771 0.8134 -0.726
C 4.3899 5.0789 0.1558 -0.565
C 4.5891 4.9312 -1.2129 -0.756
C 3.8656 3.9831 -1.9196 -0.255
H 1.2838 4.7191 -2.6509 0.424
H -0.1035 5.7791 -4.3873 0.418
H -1.0787 4.4131 -6.2064 0.381
H -0.6453 1.9729 -6.2779 0.455
H 0.7401 0.9140 -4.5449 0.336
H 3.5487 -0.2527 -1.1683 0.236
H 5.3608 -1.6446 -2.1177 0.430
H 6.1192 -1.2615 -4.4468 0.385
H 5.0799 0.5314 -5.7964 0.415
H 3.2861 1.9194 -4.8439 0.384
H 2.0181 2.6902 0.5900 0.360
H 3.3186 4.3776 1.8815 0.479
H 4.9599 5.8160 0.7083 0.391
H 5.3130 5.5530 -1.7255 0.413
H 4.0324 3.8664 -2.9859 0.400
I -2.3477 -1.6501 5.3566 0.092
C -2.0893 -2.1338 3.3542 -0.859
C -2.6637 -3.2682 2.8115 -0.169
C -2.4611 -3.5184 1.4663 -1.248
C -1.7165 -2.6241 0.7216 -0.475
N -1.1670 -1.5189 1.2397 1.003
C -1.3449 -1.2889 2.5453 0.002
H -3.2533 -3.9385 3.4230 0.426
H -2.8842 -4.3929 0.9914 0.508
H -1.5457 -2.7939 -0.3326 0.436
H -0.8839 -0.4045 2.9596 0.326
```